(1)
# C14H26AsO3PPdS

A structure of composition C14H26AsO3PPdS (the ωB97M-V functional and the def2-TZVPD basis, OMol25).

The geometry in XYZ format:
```
47
Properties=species:S:1:pos:R:3:forces:R:3
Pd -0.2936 -0.9979 0.0292 0.104 -0.544 -0.181
C 2.7404 -1.1904 0.9009 0.037 -0.055 0.054
O 2.7159 -0.4242 -0.2745 -0.139 0.110 -0.089
C 1.3995 -0.0894 -0.8126 -0.005 -0.048 0.296
O 1.5285 0.6298 -1.7861 0.127 0.028 -0.022
H 3.6000 -1.8713 0.8566 -0.003 0.015 -0.018
H 1.8234 -1.7774 1.0222 -0.049 0.020 -0.021
H 2.8498 -0.5583 1.7936 0.002 -0.010 -0.030
C 0.3399 0.5987 4.8752 -0.028 -0.012 0.047
P 0.0744 0.0897 3.0964 -0.034 0.008 0.153
C 0.6815 1.6391 2.3291 0.011 0.070 -0.075
C -1.7388 0.4106 3.0383 0.266 -0.155 -0.107
H -0.1048 1.5776 5.0925 0.014 -0.013 0.004
H 1.4109 0.6453 5.0867 0.016 0.010 0.003
H -0.1002 -0.1451 5.5455 0.001 0.013 -0.012
H 0.2673 2.5184 2.8371 0.032 -0.013 -0.010
H 0.3754 1.6610 1.2802 -0.031 -0.028 0.063
H 1.7731 1.6656 2.3762 0.009 0.007 0.011
H -1.9877 1.4010 3.4287 -0.042 0.023 -0.036
H -2.2600 -0.3675 3.5988 -0.053 0.006 -0.007
H -2.0108 0.3371 1.9852 -0.145 0.083 0.006
S -1.9624 -2.7377 0.5902 0.104 0.186 0.007
C -2.3485 -3.6186 -0.8708 0.128 0.160 0.143
C -1.5815 -3.4956 -2.0433 0.010 0.013 -0.114
C -1.8917 -4.2121 -3.1883 -0.001 0.009 0.040
C -2.9769 -5.0851 -3.2199 0.007 0.010 -0.001
C -3.7483 -5.2184 -2.0687 0.009 0.006 -0.029
C -3.4423 -4.5008 -0.9236 -0.037 -0.026 0.046
H -0.7339 -2.8155 -2.0178 -0.019 -0.057 0.035
H -1.2708 -4.0858 -4.0698 -0.014 -0.007 -0.012
H -3.2154 -5.6409 -4.1199 -0.013 -0.009 0.008
H -4.6049 -5.8865 -2.0626 0.002 -0.008 -0.015
H -4.0530 -4.6067 -0.0335 0.002 -0.011 -0.013
C -1.3159 0.4002 -2.6474 -0.004 0.108 0.098
As -2.1992 1.2543 -1.1563 0.052 0.274 0.099
C -3.6670 0.1386 -0.5806 -0.048 0.064 0.012
C -3.2102 2.6164 -2.1536 -0.045 -0.018 -0.035
O -1.4751 2.1460 0.0383 -0.101 -0.171 -0.220
H -1.8676 0.6715 -3.5513 0.026 0.005 -0.049
H -1.3103 -0.6737 -2.4797 -0.048 -0.015 0.013
H -0.2782 0.7409 -2.6524 -0.035 -0.018 -0.051
H -4.4543 0.1996 -1.3356 -0.019 -0.046 0.024
H -4.0212 0.5519 0.3644 -0.039 -0.007 -0.016
H -3.3355 -0.8855 -0.4193 0.014 0.005 0.002
H -3.8099 2.1648 -2.9477 -0.012 0.027 0.005
H -2.4990 3.3210 -2.5856 0.006 -0.006 0.004
H -3.8525 3.1465 -1.4507 -0.017 0.012 -0.006
```
Positions in Å, forces in eV/Å.

## Properties
**Net charge**: -2
**E_HOMO**: 0.39 eV

Mulliken atomic charge list, values in e, 4 entries:
1. Pd 0.4758
2. C -0.5474
3. O -0.1514
4. C -0.5120

(2)
# C52H40N4OOsP2Se

A structure of composition C52H40N4OOsP2Se in a non-equilibrium geometry (the ωB97M-V functional and the def2-TZVPD basis, OMol25).

The geometry in XYZ format:
```
101
Properties=species:S:1:pos:R:3:forces:R:3
Os -0.2472 -0.5476 -0.7287 0.195 -0.427 -0.629
O -3.0656 -1.3153 -1.2975 0.593 -0.448 0.458
C -1.9742 -1.4960 -0.8237 -0.214 1.167 -0.750
C -1.4077 -2.7099 -0.1220 -0.212 0.019 0.096
C -1.6165 -3.9803 -0.6720 0.053 0.073 -0.112
C -1.0255 -5.0757 -0.0827 -0.062 -0.082 -0.077
C -0.2152 -4.9071 1.0412 0.068 0.026 0.065
C -0.0103 -3.6563 1.5920 0.082 0.000 -0.078
C -0.6158 -2.5198 1.0320 -0.226 0.285 -0.006
P -0.6413 -0.7385 1.6246 0.511 -0.200 0.549
C -2.1249 -0.7067 2.6910 -0.265 0.440 0.024
C -2.3907 0.4820 3.5416 -0.432 -0.584 -0.088
C -3.7071 0.5413 4.1744 0.442 0.280 0.114
C -4.6543 -0.4030 3.9762 -0.363 -0.375 0.009
C -4.3477 -1.5186 3.1762 -0.039 0.131 0.096
C -3.1032 -1.6703 2.5638 0.108 -0.069 0.000
C 0.9154 -0.5630 2.6489 -0.050 0.515 -0.063
C 1.9653 0.3400 1.9948 -0.037 -0.131 0.428
C 3.3822 -0.0588 2.1373 -0.192 0.187 -0.173
C 3.7234 -1.0164 2.9994 0.016 -0.247 0.142
C 2.7225 -1.7903 3.7335 0.346 -0.062 0.003
C 1.4139 -1.6500 3.5193 -0.284 0.107 -0.043
H -2.2443 -4.0806 -1.5513 0.059 0.023 0.084
H -1.1958 -6.0667 -0.4897 0.033 0.079 0.050
H 0.2490 -5.7699 1.5041 -0.033 0.038 -0.017
H 0.6088 -3.5777 2.4675 0.056 0.013 0.031
H -1.6212 0.5430 4.3385 0.052 0.066 -0.057
H -3.8978 1.3891 4.8265 -0.010 -0.040 -0.106
H -5.6295 -0.3185 4.4406 0.077 -0.029 -0.041
H -5.1041 -2.2845 3.0223 0.106 0.098 0.007
H -2.9318 -2.5502 1.9618 -0.002 -0.012 -0.039
H 1.6764 0.8451 1.0787 -0.100 0.042 -0.150
H 4.1166 0.4267 1.5048 -0.036 -0.018 0.064
H 4.7670 -1.2864 3.1207 -0.104 0.008 0.001
H 3.0681 -2.5484 4.4300 -0.013 0.110 -0.075
H 0.6933 -2.2714 4.0397 0.029 0.036 -0.029
C -0.8480 -4.6010 -5.2664 -0.037 0.005 -0.001
C 0.5043 -4.6548 -4.9583 0.060 -0.026 0.015
C 1.0633 -3.7125 -4.1031 -0.049 0.010 -0.002
C 0.2546 -2.7183 -3.5560 -0.125 -0.027 0.000
C -1.1083 -2.6647 -3.8652 0.078 -0.040 -0.028
C -1.6558 -3.6069 -4.7224 -0.026 0.018 0.024
P 0.9075 -1.3853 -2.5394 -0.239 0.148 -0.022
C 2.5496 -1.8527 -1.9708 0.002 0.074 0.054
C 3.6428 -1.0010 -2.1168 0.045 -0.029 -0.139
C 4.8765 -1.3652 -1.5909 -0.002 0.092 0.007
C 5.0118 -2.5613 -0.9025 0.028 -0.041 0.041
C 3.9151 -3.4006 -0.7315 -0.047 -0.037 -0.020
C 2.6834 -3.0493 -1.2618 0.109 -0.002 0.087
C 1.0372 0.0444 -3.6311 -0.111 -0.113 0.220
C 1.6467 0.0540 -4.8618 0.190 0.009 -0.233
C 1.5249 1.1858 -5.6691 0.049 -0.063 -0.051
C 0.7691 2.2641 -5.2475 -0.024 0.099 -0.055
C 0.1351 2.2570 -4.0071 -0.105 0.110 0.151
C -0.7507 3.3546 -3.6177 0.140 -0.048 -0.334
C -1.3570 3.3610 -2.4425 -0.085 -0.105 0.298
C -1.0773 2.3171 -1.3873 0.124 0.176 -0.112
C -0.3520 1.0566 -1.8471 -0.129 -0.641 0.549
C 0.2940 1.1394 -3.1589 -0.146 0.212 -0.065
H -1.2765 -5.3347 -5.9387 0.022 0.033 0.041
H 1.1285 -5.4311 -5.3873 -0.052 0.080 0.040
H 2.1203 -3.7520 -3.8670 -0.038 -0.015 -0.025
H -1.7299 -1.8829 -3.4385 0.002 -0.058 -0.084
H -2.7117 -3.5677 -4.9678 0.100 0.007 0.016
H 3.5400 -0.0770 -2.6784 0.031 -0.061 0.098
H 5.7343 -0.7165 -1.7257 -0.061 -0.041 -0.003
H 5.9784 -2.8488 -0.5042 -0.075 0.025 -0.019
H 4.0265 -4.3365 -0.1971 -0.005 0.045 -0.023
H 1.8282 -3.7077 -1.1402 0.027 0.009 0.018
H 2.1936 -0.8146 -5.2147 -0.037 0.064 0.007
H 1.9921 1.2049 -6.6462 -0.011 -0.001 0.047
H 0.6389 3.1231 -5.8983 0.028 -0.083 0.052
H -0.9308 4.1491 -4.3373 0.060 -0.124 0.056
H -2.0377 4.1627 -2.1799 0.069 -0.072 -0.017
H -2.0144 2.0112 -0.9287 -0.224 -0.154 0.077
Se 2.4151 2.0806 5.9531 -0.250 -0.116 -0.490
N 0.9026 2.7303 5.4713 0.020 0.530 0.956
C 0.0740 2.5532 4.4092 0.186 -1.071 -1.469
C -1.1619 3.3597 4.4202 0.380 0.069 0.117
C -2.1911 3.0375 3.6431 -0.451 0.044 -0.167
C -2.0716 1.8473 2.7423 0.407 0.349 0.002
N -0.7223 1.6466 2.2960 0.173 0.192 0.288
C 0.2477 1.7178 3.3038 0.073 0.242 0.767
N 1.2752 0.7728 3.2139 -0.118 -0.154 0.049
H -1.1939 4.2096 5.0956 0.045 -0.157 -0.046
H -3.1160 3.6111 3.6381 0.169 -0.106 0.017
H -2.7412 1.9009 1.8885 -0.004 -0.012 -0.100
N -0.2273 2.8963 -0.3056 -0.108 0.151 0.251
C -0.5374 4.2213 0.1546 0.013 -0.217 -0.012
C 0.4952 5.1136 0.4164 0.081 0.073 0.051
C 0.2156 6.3640 0.9553 -0.005 -0.033 -0.013
C -1.0969 6.7366 1.2221 0.069 0.040 0.008
C -2.1265 5.8472 0.9502 -0.056 -0.079 0.005
C -1.8507 4.5887 0.4266 -0.156 -0.025 0.043
H 0.7439 2.8507 -0.5793 0.166 0.105 -0.149
H -0.4235 2.1428 1.4421 -0.373 -0.218 -0.424
H 1.5231 4.8338 0.1942 -0.113 0.039 0.024
H 1.0288 7.0544 1.1528 -0.085 -0.074 -0.016
H -1.3144 7.7177 1.6302 0.027 -0.112 -0.052
H -3.1557 6.1331 1.1456 0.119 -0.042 -0.036
H -2.6676 3.9009 0.2110 0.103 0.127 0.040
```
Positions in Å, forces in eV/Å.

## Properties
**Net charge**: +2
**E_HOMO (spin up / spin down)**: -11.69 / -11.68 eV

Mulliken atomic charge list, values in e, 4 entries:
1. Os -0.1336
2. O -0.7188
3. C 0.7527
4. C 0.4229

(3)
# C18H29O2S

A cluster of 2 separate species, C18H29O2S in total in a non-equilibrium geometry (the ωB97M-V functional and the def2-TZVPD basis, OMol25).

The geometry in XYZ format:
```
50
Properties=species:S:1:pos:R:3:forces:R:3
C -0.3360 7.2247 -1.4293 -0.282 0.276 -0.621
S 0.6203 6.3827 -0.2093 0.330 0.521 1.132
C 0.6231 4.7808 -0.9574 -0.299 -0.101 -1.219
C 1.2200 3.7835 -0.0268 0.087 -0.716 0.688
C 2.5308 3.1696 -0.3796 0.732 0.090 0.002
O 0.6434 3.4766 0.9824 -0.233 0.101 0.354
H -0.5483 8.2353 -1.0868 0.055 0.010 0.052
H 0.2090 7.2775 -2.3694 -0.034 0.093 -0.147
H -1.2802 6.7103 -1.5991 -0.099 -0.003 0.016
H -0.4027 4.4901 -1.1857 -0.067 -0.099 0.114
H 1.1784 4.8227 -1.8950 0.028 -0.050 -0.072
H 3.1682 3.8756 -0.9087 0.022 0.065 -0.175
H 3.0523 2.8551 0.5231 -0.180 -0.141 0.002
H 2.3802 2.2989 -1.0157 -0.106 -0.094 -0.059
C -2.8376 -2.5824 -2.5162 0.158 0.196 0.141
C -1.9303 -1.6632 -1.6881 0.064 0.047 0.062
C -0.9112 -0.9956 -2.6279 0.016 0.091 0.016
C -2.7958 -0.5791 -1.0206 0.068 0.072 0.031
C -1.1970 -2.4528 -0.6060 0.046 0.065 0.064
C -0.2853 -1.7429 0.2581 -0.231 -1.427 0.179
O -0.0755 -0.5329 0.0961 0.392 2.448 -0.301
C 0.3707 -2.4689 1.3194 -0.024 0.088 -0.048
C 1.2896 -1.6965 2.2656 -0.077 0.025 -0.071
C 1.9056 -2.6344 3.3125 -0.103 0.200 -0.193
C 0.4727 -0.6096 2.9874 -0.018 0.074 -0.094
C 2.4233 -1.0312 1.4668 -0.016 0.086 -0.032
C 0.1246 -3.8150 1.4574 -0.082 0.001 -0.091
C -0.7431 -4.4816 0.6077 -0.074 -0.590 0.069
C -1.3939 -3.7995 -0.4061 0.069 0.006 0.088
H -3.5914 -3.0476 -1.8806 -0.029 -0.118 -0.021
H -3.3590 -2.0238 -3.2909 -0.038 0.216 -0.098
H -2.2465 -3.3551 -3.0080 -0.039 -0.134 -0.008
H -0.2921 -0.2876 -2.0797 -0.031 -0.116 0.092
H -0.2565 -1.7395 -3.0814 0.031 -0.145 -0.039
H -1.4105 -0.4561 -3.4312 -0.234 0.065 -0.204
H -2.1708 0.1222 -0.4679 0.051 -0.123 -0.010
H -3.3676 -0.0159 -1.7581 -0.106 0.045 -0.242
H -3.5021 -1.0261 -0.3204 -0.061 -0.109 0.027
H 2.4993 -3.4083 2.8256 0.002 -0.136 0.037
H 2.5635 -2.0903 3.9868 0.093 0.219 0.063
H 1.1251 -3.0986 3.9159 0.010 -0.114 0.032
H 0.0769 0.1103 2.2708 0.032 -0.120 -0.021
H -0.3675 -1.0507 3.5246 -0.046 -0.115 0.055
H 1.0835 -0.0678 3.7087 0.208 0.049 0.147
H 2.0184 -0.3075 0.7616 -0.094 -0.106 0.011
H 3.1144 -0.5090 2.1260 0.153 0.068 0.273
H 2.9913 -1.7729 0.9060 0.047 -0.152 -0.030
H 0.6016 -4.3820 2.2379 0.115 -0.146 0.194
H -0.9190 -5.5379 0.7424 -0.027 -0.202 0.018
H -2.0664 -4.3536 -1.0371 -0.180 -0.158 -0.163
```
Positions in Å, forces in eV/Å.

## Properties
**Net charge**: -1
**E_HOMO**: -2.69 eV

Mulliken atomic charge list, values in e, 4 entries:
1. C -0.7879
2. S -0.0613
3. C -0.4974
4. C 0.4661

Question: What is the net charge in the third record?
Answer: -1